[1]
81
Properties=species:S:1:pos:R:3:forces:R:3 method="wB97M-V/def2-TZVPD" multiplicity=1 homo_energy_ev=-4.6 charge=-1
Sr 0.868 -1.424 0.055 -2.530 0.934 -1.322
C 1.390 -3.915 2.244 0.212 0.392 0.367
P 2.557 -4.292 0.884 0.157 -0.248 -0.411
C 3.971 -5.071 1.781 -0.162 -0.032 0.136
C 3.410 -2.679 0.468 -0.281 -0.082 0.457
C 3.981 -1.844 1.622 0.466 0.018 0.120
P 3.404 -0.094 1.854 -0.038 -0.332 -0.588
C 1.882 -0.424 2.829 5.468 1.683 3.289
C 4.584 0.353 3.191 -0.352 0.013 0.250
H 0.967 -4.872 2.564 0.048 -0.040 -0.040
H 0.484 -3.272 1.951 0.705 -0.607 0.029
H 1.903 -3.469 3.106 -0.035 -0.062 0.025
H 3.661 -6.060 2.123 0.025 -0.004 0.009
H 4.295 -4.493 2.650 0.016 -0.014 -0.001
H 4.812 -5.195 1.099 -0.012 -0.002 -0.017
H 2.754 -2.076 -0.148 1.528 -0.520 -0.379
H 4.202 -2.922 -0.239 -0.067 -0.147 -0.057
H 5.059 -1.735 1.466 0.016 -0.085 0.073
H 3.854 -2.372 2.574 0.051 0.087 0.047
H 2.171 -1.080 3.664 -0.057 0.139 0.057
H 1.051 -0.777 2.463 -4.031 -2.115 -2.413
H 1.589 0.543 3.228 0.141 0.100 0.225
H 4.604 -0.380 4.003 0.005 -0.008 -0.021
H 4.287 1.321 3.597 0.066 0.000 0.040
H 5.583 0.454 2.768 -0.019 -0.009 -0.051
O 1.469 -1.950 -2.571 -0.254 0.294 0.338
N 1.576 -0.879 -3.316 0.401 0.004 -0.192
C 0.957 -0.871 -4.519 -0.144 -0.187 -0.068
C 0.983 0.203 -5.369 0.001 0.009 0.062
C 1.717 1.329 -4.981 0.032 -0.056 0.017
C 2.415 1.285 -3.802 -0.018 -0.003 0.003
C 2.400 0.162 -2.944 0.069 -0.082 -0.105
S 3.348 0.022 -1.548 -0.188 0.362 0.091
H 0.478 -1.814 -4.746 -0.059 0.011 0.022
H 0.460 0.144 -6.313 0.017 0.018 0.003
H 1.765 2.206 -5.613 -0.020 0.007 -0.002
H 3.032 2.112 -3.484 -0.018 0.018 0.009
N -2.407 7.850 -0.616 0.036 -0.030 0.040
C -2.269 6.451 -0.583 -0.129 0.009 -0.065
C -3.117 5.676 0.209 0.081 0.049 -0.009
C -3.005 4.298 0.210 -0.150 -0.180 0.004
C -2.066 3.663 -0.589 0.004 -0.175 0.057
C -1.255 4.425 -1.410 0.147 -0.009 0.023
C -1.349 5.810 -1.404 0.056 -0.034 0.003
S -1.929 1.865 -0.662 1.359 0.527 -1.432
O -1.595 1.665 -2.083 -0.373 -0.089 0.485
O -3.182 1.331 -0.177 -0.147 0.178 0.053
N -0.654 1.279 0.135 -1.290 -0.194 1.207
C -0.944 1.327 1.508 0.403 0.867 0.269
N -1.480 2.473 1.994 -0.238 0.148 -0.185
C -1.791 2.543 3.268 -0.008 -0.141 0.009
C -1.545 1.502 4.153 -0.055 0.042 0.205
C -0.897 0.418 3.611 -0.087 -0.193 -0.621
N -0.595 0.331 2.316 -0.512 0.145 -0.558
H -2.781 8.238 0.237 -0.011 -0.008 0.000
H -1.561 8.331 -0.881 0.002 -0.005 -0.015
H -3.865 6.162 0.826 0.004 -0.018 0.005
H -3.662 3.699 0.825 0.028 -0.032 0.025
H -0.541 3.930 -2.054 0.007 -0.013 -0.011
H -0.707 6.398 -2.050 0.009 -0.013 0.006
H -2.246 3.471 3.608 0.018 0.013 -0.028
H -1.815 1.549 5.199 0.013 0.023 -0.007
H -0.605 -0.440 4.209 0.026 0.006 0.056
N -2.190 -0.941 -3.486 -0.066 -0.033 0.071
C -2.804 -0.968 -2.123 0.114 0.269 -0.022
P -2.723 -2.723 -1.691 0.040 -1.016 0.200
O -3.501 -3.485 -2.731 0.028 0.307 -0.194
O -1.248 -2.983 -1.560 -0.223 0.363 0.072
C -3.749 -2.749 -0.169 0.572 -0.474 0.368
N -3.527 -4.008 0.550 0.132 0.017 0.078
H -2.104 0.010 -3.838 0.109 0.112 0.040
H -2.735 -1.555 -4.099 0.032 0.028 0.016
H -1.259 -1.364 -3.388 0.082 -0.021 0.019
H -3.812 -0.563 -2.170 0.119 0.173 0.001
H -2.144 -0.372 -1.491 -0.486 -0.380 -0.153
H -4.778 -2.611 -0.521 -0.015 0.163 0.087
H -3.452 -1.967 0.536 -0.113 0.311 -0.347
H -3.612 -4.823 -0.041 -0.118 0.030 -0.044
H -4.138 -4.091 1.348 -0.104 -0.106 -0.059
H -1.566 -2.860 1.238 1.055 0.323 -0.110
O -0.716 -2.369 1.242 -1.490 -0.396 0.459



[2]
98
Properties=species:S:1:pos:R:3:forces:R:3 method="wB97M-V/def2-TZVPD" multiplicity=6 homo_energy_ev="-12.5 / -12.6" charge=+2
Fe -1.462 -0.407 -0.725 -0.330 0.075 -0.614
C -0.638 -5.858 -1.460 0.028 0.107 0.047
N -0.374 -4.494 -1.003 0.002 -0.067 0.021
C 0.401 -4.163 0.070 -0.011 -0.032 -0.073
C 0.397 -2.796 0.144 -0.031 -0.073 0.020
N -0.372 -2.289 -0.860 -0.038 -0.144 0.026
C -0.827 -3.332 -1.567 0.059 0.018 0.034
P -1.802 -3.381 -3.069 0.075 -0.027 0.055
C -1.542 -1.707 -3.657 -0.064 0.061 0.030
N -1.370 -0.578 -2.973 0.263 0.114 -0.146
C -1.220 0.412 -3.900 -0.045 0.023 0.075
C -1.326 -0.110 -5.158 -0.039 -0.073 -0.070
N -1.536 -1.446 -4.997 0.009 -0.001 -0.066
C -1.709 -2.412 -6.081 -0.009 0.086 0.075
C -4.323 -2.128 -0.998 -0.034 -0.092 0.090
N -3.577 -1.119 -1.353 0.011 -0.034 0.051
C -4.367 -0.410 -2.240 0.102 0.068 -0.047
C -5.564 -1.027 -2.394 -0.096 -0.073 -0.034
N -5.528 -2.147 -1.588 -0.094 0.032 -0.018
C -6.606 -3.105 -1.355 0.078 0.047 -0.063
H 0.169 -6.501 -1.119 0.008 -0.013 0.022
H -1.584 -6.222 -1.062 -0.006 0.009 0.001
H -0.670 -5.887 -2.545 0.002 0.009 -0.047
H 0.905 -4.910 0.664 -0.037 0.053 -0.050
H 0.881 -2.162 0.872 -0.034 -0.016 -0.078
H -1.038 1.440 -3.630 0.030 -0.164 -0.079
H -1.265 0.347 -6.133 0.002 -0.033 0.073
H -1.410 -1.940 -7.012 -0.003 0.005 -0.022
H -1.080 -3.282 -5.911 0.014 -0.016 0.005
H -2.750 -2.720 -6.154 -0.006 -0.010 0.003
H -4.009 0.488 -2.715 -0.013 -0.051 0.040
H -6.429 -0.788 -2.991 0.060 -0.009 0.051
H -7.134 -2.873 -0.433 -0.002 0.013 0.032
H -7.298 -3.048 -2.189 -0.012 0.009 -0.015
H -6.199 -4.110 -1.303 0.013 -0.017 0.008
N -1.693 2.277 -1.502 -0.156 -0.026 0.078
N -2.052 3.084 -0.424 -0.136 -0.210 0.121
C -2.513 2.552 0.717 0.047 0.096 -0.099
N -2.833 3.419 1.683 -0.002 -0.023 -0.017
S -2.706 0.893 0.974 0.108 0.129 0.151
H -0.746 2.540 -1.755 0.113 -0.017 -0.007
H -2.314 2.482 -2.275 -0.087 0.028 -0.047
H -1.806 4.059 -0.466 0.060 0.180 0.015
H -2.888 4.411 1.522 0.002 0.011 -0.004
H -3.199 3.058 2.547 -0.009 -0.018 0.040
C 2.276 1.112 -3.079 0.000 0.057 0.111
O 2.366 1.590 -1.721 0.131 -0.111 -0.113
C 1.409 1.236 -0.884 0.161 -0.148 -0.068
O 0.517 0.468 -1.219 -0.123 0.137 0.314
C 1.661 1.740 0.488 -0.170 0.104 0.060
C 1.977 3.016 0.715 0.122 0.150 -0.020
As 2.791 3.697 2.402 -0.014 -0.169 -0.034
C 4.490 4.230 1.544 -0.066 -0.025 0.041
C 3.553 1.983 3.061 -0.030 0.155 0.172
C 3.159 0.754 2.741 -0.041 0.052 -0.116
As 1.427 0.374 1.883 0.250 -0.147 -0.034
C 0.266 1.367 3.107 -0.037 0.081 0.015
C 3.846 -0.524 3.127 -0.078 -0.031 0.088
O 3.260 -1.396 3.720 0.025 0.025 0.055
O 5.069 -0.614 2.629 0.066 0.013 0.002
C 5.846 -1.762 3.032 -0.085 0.063 -0.074
C 4.604 2.165 4.137 0.030 0.144 -0.106
O 5.248 1.292 4.643 -0.038 -0.139 0.010
O 4.667 3.449 4.519 0.036 -0.017 -0.034
C 5.599 3.735 5.587 -0.088 -0.026 -0.065
C 1.654 4.004 -0.377 0.140 -0.081 0.021
O 0.750 3.824 -1.172 -0.097 0.060 -0.031
O 2.382 5.102 -0.349 -0.073 0.070 0.089
C 2.059 6.136 -1.308 0.081 -0.107 0.058
H 3.273 1.222 -3.491 -0.002 0.011 -0.006
H 1.569 1.731 -3.631 -0.010 -0.007 0.005
H 1.956 0.074 -3.096 -0.002 -0.014 0.002
H 4.357 5.179 1.042 -0.010 0.045 -0.020
H 4.817 3.471 0.837 0.002 -0.004 -0.013
H 5.224 4.342 2.335 0.009 -0.013 0.021
H 0.829 2.014 3.772 0.092 0.087 0.032
H -0.277 0.626 3.689 0.043 0.057 -0.032
H -0.446 1.957 2.530 0.043 -0.065 0.023
H 6.882 -1.444 2.997 0.011 0.013 -0.017
H 5.677 -2.577 2.331 -0.022 -0.026 0.003
H 5.570 -2.072 4.034 -0.012 0.013 0.053
H 5.593 4.813 5.699 -0.015 0.000 -0.004
H 6.589 3.374 5.324 0.016 -0.002 -0.014
H 5.268 3.250 6.502 -0.005 -0.019 0.008
H 2.504 7.043 -0.917 0.031 0.028 0.006
H 0.983 6.239 -1.403 -0.041 0.017 0.007
H 2.497 5.882 -2.270 -0.017 -0.018 -0.033
O -4.036 -3.158 -0.149 0.051 0.053 -0.009
C -3.188 -2.997 0.875 -0.094 -0.064 -0.136
C -3.144 -4.112 1.871 0.043 -0.030 -0.014
C -2.201 -3.530 2.918 0.001 -0.001 -0.019
C -1.784 -2.193 2.327 -0.179 -0.056 -0.135
O -1.059 -1.383 2.813 0.115 0.001 -0.021
N -2.430 -1.990 1.048 0.072 -0.070 0.346
H -2.752 -5.008 1.384 -0.026 -0.006 0.016
H -4.144 -4.350 2.233 0.005 0.025 0.018
H -1.314 -4.134 3.100 0.012 0.004 0.010
H -2.680 -3.354 3.879 -0.006 -0.004 0.015



[3]
62
Properties=species:S:1:pos:R:3:forces:R:3 method="wB97M-V/def2-TZVPD" multiplicity=1 homo_energy_ev=-5.7
Rb 9.519 11.544 12.251 -0.127 0.030 -0.172
S 7.476 13.950 16.654 -0.552 0.192 -1.472
C 7.276 15.068 15.323 0.348 1.664 0.720
C 7.742 14.614 14.127 -0.119 -0.713 0.545
C 8.276 13.307 14.219 -0.170 -2.017 -0.773
C 8.027 12.707 15.418 0.794 0.977 1.600
C 8.446 11.388 15.967 -2.087 0.873 -0.628
C 8.003 10.836 17.225 1.136 1.514 -0.212
C 8.604 9.666 17.609 -1.031 -0.044 1.200
C 9.366 8.919 16.727 0.895 0.284 -0.680
C 9.533 9.431 15.437 0.504 -0.157 -0.250
N 9.098 10.653 15.065 0.845 -1.712 0.428
H 7.037 16.138 15.507 -0.238 -0.985 0.135
H 7.690 15.075 13.141 -0.027 0.590 0.545
H 7.465 11.413 18.020 0.316 -0.381 -1.295
H 8.373 9.390 18.654 0.529 -0.396 -0.680
H 9.997 8.110 17.065 -0.394 -0.423 -0.089
H 10.126 8.849 14.662 -0.817 0.784 1.014
Se 9.612 10.680 8.392 -0.272 -0.877 1.306
Se 8.194 8.972 9.537 0.294 1.468 -0.470
C 9.779 8.137 10.178 -1.187 -1.275 0.427
C 10.123 6.985 9.472 0.431 0.314 -0.319
C 11.390 6.492 9.740 0.677 -0.008 0.137
C 12.235 7.175 10.627 -1.336 1.241 0.234
C 11.681 8.211 11.401 -1.007 -0.689 -0.485
N 10.372 8.585 11.267 2.037 0.733 -0.595
C 8.247 11.996 8.328 -2.065 1.066 0.263
C 7.731 12.167 7.026 2.160 -0.968 -0.423
C 6.719 13.048 6.845 -1.152 1.358 -1.049
C 6.074 13.630 7.947 0.478 0.427 -1.422
C 6.587 13.383 9.171 2.034 -0.467 1.449
N 7.706 12.655 9.398 0.511 -1.532 -1.270
H 9.429 6.642 8.678 0.852 -0.001 0.682
H 11.804 5.634 9.237 -0.139 -0.175 -0.280
H 13.292 7.028 10.666 0.407 -0.529 0.161
H 12.268 8.766 12.129 -0.101 -0.265 0.055
H 8.301 11.690 6.150 -1.198 0.731 1.447
H 6.524 13.354 5.804 -0.429 -0.188 0.667
H 5.394 14.465 7.912 -0.565 -0.263 -0.563
H 6.226 13.909 10.039 -0.231 -0.040 0.242
N 12.423 10.770 14.809 1.607 -1.378 0.883
C 13.094 10.888 13.664 -0.628 2.300 -2.743
N 14.178 10.210 13.246 -1.375 0.167 2.582
C 14.774 10.697 12.176 0.665 -0.022 -1.136
N 16.036 10.183 11.973 -0.723 0.836 -1.203
N 14.266 11.603 11.310 0.319 -0.134 1.162
C 13.127 12.187 11.761 -0.067 -1.294 -0.238
N 12.487 11.882 12.869 1.013 -0.796 0.494
C 12.529 13.216 10.855 1.211 0.408 -0.182
C 13.283 13.591 9.748 1.169 -0.958 -1.258
C 12.777 14.541 8.892 -1.474 0.733 -0.344
C 11.538 15.145 9.187 1.813 -0.292 0.792
C 10.964 14.782 10.378 -0.746 -0.690 -0.693
N 11.397 13.816 11.154 0.052 -0.830 1.112
H 12.939 10.356 15.593 -0.769 0.208 -0.426
H 11.718 11.475 14.958 -0.137 -0.057 0.190
H 16.416 9.522 12.610 -0.180 -0.373 0.412
H 16.440 10.217 11.048 -0.111 0.240 0.210
H 14.221 13.039 9.464 -1.143 0.761 0.653
H 13.227 14.802 7.952 0.550 -0.028 -0.106
H 11.115 15.969 8.666 -0.191 0.287 -0.791
H 9.991 15.121 10.608 -0.860 0.769 0.504



[4]
17
Properties=species:S:1:pos:R:3:forces:R:3 method="wB97M-V/def2-TZVPD" multiplicity=1 homo_energy_ev=-13.3 charge=+1
N 0.525 0.471 1.702 -0.167 0.233 -0.346
C 1.388 0.110 0.552 0.758 1.813 1.153
C 0.960 0.726 -0.762 0.822 -2.118 -1.048
C -0.442 0.525 -1.243 -1.414 0.558 0.151
C -1.445 -0.096 -0.560 0.952 -0.050 -1.291
N -1.166 -1.498 -0.128 2.128 1.580 1.982
H 0.127 1.388 1.508 -0.283 -0.193 -0.177
H 1.115 0.709 2.494 0.002 -0.617 0.169
H 1.612 -0.951 0.520 -0.270 -0.439 -0.115
H 2.369 0.581 0.731 -0.008 -0.415 -0.208
H 1.127 1.822 -0.738 -0.126 -0.559 -0.238
H 1.645 0.230 -1.464 0.233 0.816 -0.315
H -0.725 1.058 -2.170 -0.098 0.973 1.268
H -2.318 0.381 -0.131 -0.793 -0.612 -1.188
H -1.965 -1.847 0.401 0.412 -0.518 0.115
H -0.267 -1.416 0.429 -1.191 -0.378 0.559
H -0.837 -2.096 -0.880 -0.957 -0.073 -0.470



[5]
18
Properties=species:S:1:pos:R:3:forces:R:3 method="wB97M-V/def2-TZVPD" multiplicity=1 homo_energy_ev=-9.4
N -1.682 -0.863 -1.276 1.696 -0.383 1.471
C -2.394 -0.478 -0.028 -1.758 0.602 -1.211
N -2.374 0.983 0.254 0.754 -0.194 -0.995
H -0.664 -1.042 -1.023 -1.651 0.420 -0.699
H -1.705 -0.080 -1.939 0.047 -0.483 0.349
H -2.179 -1.152 0.829 0.385 0.778 -0.553
H -3.480 -0.596 -0.215 0.518 -0.571 -0.068
H -1.453 1.226 0.570 0.615 0.181 0.631
H -2.342 1.421 -0.698 -0.580 -0.338 1.084
N 2.473 1.023 -0.319 0.224 1.622 -0.385
C 1.818 0.258 0.734 -1.226 1.729 0.337
N 2.196 -1.100 0.731 -0.185 -2.392 0.558
H 1.793 1.441 -0.958 -0.164 -0.945 -0.078
H 2.826 1.928 0.020 0.496 -0.903 0.433
H 0.742 0.381 0.563 -0.326 -0.018 0.223
H 2.018 0.685 1.729 0.101 -0.105 -0.293
H 2.039 -1.507 -0.178 0.257 0.062 -0.449
H 1.573 -1.682 1.338 0.800 0.939 -0.353



[6]
12
Properties=species:S:1:pos:R:3:forces:R:3 method="wB97M-V/def2-TZVPD" multiplicity=1 homo_energy_ev=-16.7 charge=+1
C -0.793 -1.181 1.271 -1.803 -0.920 0.495
N -0.075 -0.953 0.263 0.705 0.982 -0.067
C 0.707 0.279 0.056 1.524 -0.171 -1.253
C 0.129 1.148 -1.047 -0.985 0.109 -1.166
H -1.395 -2.089 1.338 0.439 -0.116 -0.299
H -1.030 -0.496 2.087 0.880 0.360 -0.347
H 0.019 -1.604 -0.515 -0.329 -0.324 0.337
H 1.676 -0.053 -0.362 -0.229 -0.066 0.831
H 0.877 0.791 0.997 -0.251 -0.089 0.110
H -0.919 0.871 -1.241 0.144 0.466 0.262
H 0.204 2.196 -0.798 -0.252 0.242 0.313
H 0.600 1.091 -2.049 0.156 -0.474 0.784



Taking the records one at a time from the top gives energy relative to the best compared isomer or geometry (same formula, charge and spin) values of 81.67, 7.29, 35.89, 84.73, 18.75, 8.09 kcal/mol.
Taking the records one at a time from the top gives total energy values of -3585.8008, -8980.8336, -6759.9679, -268.1699, -302.3718, -173.5698 Ha.